1.
{
  "formula": "C5H8LiO4Rb",
  "method": "wB97M-V/def2-TZVPD",
  "homo_lumo_gap_ev": 5.80,
  "symbols": ["O", "H", "O", "H", "C", "H", "C", "H", "H", "O", "H", "C", "C", "H", "O", "Rb", "H", "Li", "C"],
  "positions_angstrom": [[-0.776, -2.112, -0.073], [0.340, -0.865, -1.310], [-3.319, 0.255, -0.802], [-1.459, -2.904, -2.751], [-0.197, -1.860, -1.292], [1.856, 2.222, 4.118], [-1.223, -1.873, -2.447], [0.929, 0.970, 2.086], [-0.859, -1.321, -3.331], [1.582, 2.631, 1.131], [0.595, -2.590, -1.564], [-2.430, 0.029, -1.628], [1.641, 1.832, 2.056], [3.217, 2.868, 3.106], [-2.458, -1.326, -1.992], [-0.442, 2.679, -1.994], [3.050, 1.086, 3.462], [-2.561, -1.749, -0.018], [2.514, 2.028, 3.244]]
}

2.
{
  "formula": "C5H8LiO4Yb",
  "method": "wB97M-V/def2-TZVPD",
  "s_squared": 2.005,
  "total_charge": 1,
  "spin_multiplicity": 3,
  "homo_lumo_gap_ev": [4.63, 4.02],
  "symbols": ["O", "H", "C", "H", "Li", "C", "H", "C", "C", "H", "O", "H", "H", "O", "H", "O", "C", "H", "Yb"],
  "positions_angstrom": [[-0.566, -1.712, -1.559], [0.273, 2.583, 2.194], [-1.076, 0.466, -2.286], [1.520, 1.901, 3.274], [1.866, -1.026, 0.133], [0.861, -1.975, -1.550], [0.692, -0.405, 2.791], [-0.971, -0.442, -1.102], [0.472, 0.424, 2.076], [-0.205, 1.744, 3.693], [-0.879, 0.045, -3.420], [-1.424, 1.501, -2.121], [-0.594, 0.246, 1.730], [1.115, -2.621, -2.565], [-1.951, -0.503, -0.604], [1.321, 0.415, 0.998], [0.512, 1.737, 2.858], [-0.238, -0.022, -0.374], [-0.728, -2.357, -4.165]]
}

3.
{
  "formula": "C5H8N",
  "method": "wB97M-V/def2-TZVPD",
  "total_charge": 1,
  "homo_lumo_gap_ev": [7.65, 7.66],
  "symbols": ["H", "C", "H", "H", "C", "H", "H", "C", "H", "H", "H", "N", "C", "C"],
  "positions_angstrom": [[-0.351, 1.633, 1.289], [-0.211, 1.508, 0.212], [2.676, 1.477, -0.620], [-1.483, -1.105, 0.674], [1.775, -0.671, 0.029], [1.600, -1.587, -0.638], [-2.116, -1.098, -0.960], [0.642, 0.329, -0.329], [-0.170, 2.469, -0.242], [2.243, -0.772, 1.115], [-2.542, 0.174, 0.271], [-1.772, -0.463, -0.122], [1.907, 0.725, -0.587], [-0.719, 0.446, -0.720]]
}

4.
{
  "formula": "C5H8N",
  "method": "wB97M-V/def2-TZVPD",
  "total_charge": 1,
  "homo_lumo_gap_ev": 9.63,
  "symbols": ["C", "H", "C", "C", "C", "H", "H", "H", "C", "H", "N", "H", "H", "H"],
  "positions_angstrom": [[0.043, 0.129, -0.084], [1.233, 1.842, 0.547], [1.463, 0.711, 0.366], [-1.149, 0.856, -0.768], [-2.006, 0.322, 0.120], [1.902, 0.250, 1.240], [-0.471, -1.784, -1.183], [2.124, 0.534, -0.510], [-0.993, -0.388, 0.888], [-0.841, -0.939, 1.801], [-0.033, -1.340, -0.433], [0.671, -1.972, -0.122], [-3.104, 0.543, 0.392], [-1.106, 1.507, -1.634]]
}

5.
{
  "formula": "C5H8N",
  "method": "wB97M-V/def2-TZVPD",
  "total_charge": 1,
  "homo_lumo_gap_ev": 9.46,
  "symbols": ["C", "C", "N", "H", "C", "C", "C", "H", "H", "H", "H", "H", "H", "H"],
  "positions_angstrom": [[0.012, -1.230, -1.987], [1.056, 0.563, 1.170], [-0.876, 0.876, 1.003], [0.943, -1.789, -1.769], [0.058, 0.701, 0.031], [-0.442, -0.224, -0.849], [-0.056, 0.989, 2.016], [1.471, -0.544, 1.453], [0.466, -0.934, -3.002], [-0.459, 1.271, 3.004], [-1.527, -0.040, -1.139], [1.999, 1.094, 1.318], [-1.906, 1.149, 0.955], [-0.739, -1.882, -2.203]]
}

6.
{
  "formula": "C5H8N",
  "method": "wB97M-V/def2-TZVPD",
  "total_charge": 1,
  "homo_lumo_gap_ev": 10.36,
  "symbols": ["C", "H", "H", "C", "H", "C", "C", "H", "C", "H", "H", "H", "H", "N"],
  "positions_angstrom": [[-1.596, 0.350, 0.104], [-0.618, 2.136, 1.293], [-3.503, 0.438, -0.466], [-0.805, 1.179, 0.770], [-3.210, -0.904, 0.276], [-2.721, -0.274, -0.405], [2.548, 0.410, -0.094], [-2.638, -0.962, -1.297], [1.088, -0.019, -0.257], [2.825, 0.496, -1.153], [3.079, -0.437, 0.350], [1.100, -0.872, -0.945], [2.591, 1.396, 0.394], [-0.146, 0.264, -0.023]]
}

7.
{
  "formula": "C5H8N",
  "method": "wB97M-V/def2-TZVPD",
  "total_charge": 1,
  "homo_lumo_gap_ev": [8.19, 8.19],
  "symbols": ["H", "C", "C", "C", "C", "H", "H", "H", "H", "H", "C", "N", "H", "H"],
  "positions_angstrom": [[-1.507, -0.452, -1.178], [-0.688, 1.463, -0.512], [0.706, 1.758, -0.697], [-0.763, 0.659, 0.688], [-1.684, 0.415, -0.543], [1.734, -0.429, 1.442], [-0.751, -1.850, 1.314], [-2.754, 0.676, -0.403], [0.554, -1.362, 0.262], [2.184, -0.756, -0.082], [0.662, 0.665, 0.202], [1.293, -0.561, 0.498], [1.379, 1.997, -1.414], [-0.366, -2.222, 0.425]]
}

8.
{
  "formula": "C5H8N",
  "method": "wB97M-V/def2-TZVPD",
  "total_charge": 1,
  "homo_lumo_gap_ev": 9.50,
  "symbols": ["C", "C", "C", "H", "N", "H", "H", "C", "H", "H", "H", "H", "C", "H"],
  "positions_angstrom": [[1.287, -1.182, 0.562], [-0.344, 0.162, -0.529], [0.126, 0.411, 1.850], [1.393, -1.386, 1.577], [0.306, -0.088, 0.497], [-2.387, 1.422, -2.418], [2.281, -0.693, 0.436], [-0.803, 0.329, -1.700], [-0.671, -0.252, 2.302], [1.262, -1.929, -0.277], [-1.535, 0.638, -3.727], [-0.428, 1.335, 1.856], [-1.590, 0.734, -2.655], [1.105, 0.499, 2.228]]
}

9.
{
  "formula": "C5H8N",
  "method": "wB97M-V/def2-TZVPD",
  "total_charge": 1,
  "homo_lumo_gap_ev": 11.50,
  "symbols": ["H", "C", "H", "C", "N", "H", "H", "H", "H", "C", "C", "H", "H", "C"],
  "positions_angstrom": [[3.806, -0.376, -0.156], [2.728, -0.647, -0.070], [0.358, 1.851, -0.697], [1.801, 0.253, 0.088], [0.082, -0.141, 0.012], [-2.380, 0.435, 0.904], [0.348, 1.676, 0.981], [-2.501, 0.754, -0.630], [-3.026, -0.827, -0.172], [-2.338, -0.067, -0.038], [0.677, 1.156, 0.059], [-0.914, -1.740, 0.002], [2.428, -1.613, -0.241], [-1.069, -0.715, -0.043]]
}

10.
{
  "formula": "C5H8N",
  "method": "wB97M-V/def2-TZVPD",
  "total_charge": 1,
  "homo_lumo_gap_ev": 8.73,
  "symbols": ["H", "H", "H", "C", "N", "H", "H", "C", "C", "C", "H", "H", "C", "H"],
  "positions_angstrom": [[-1.785, -1.607, -1.160], [-1.783, 1.459, -0.766], [3.221, -1.452, 0.052], [-2.285, -0.256, 0.627], [1.927, 0.070, 0.029], [-0.342, 0.794, 0.114], [1.241, 1.752, 0.902], [1.201, 1.119, 0.017], [-1.834, -0.793, -0.480], [2.186, -1.137, 0.092], [-2.867, -0.302, 1.514], [1.421, -1.903, 0.198], [-1.425, 0.601, -0.213], [1.124, 1.654, -0.926]]
}

11.
{
  "formula": "C5H8N2",
  "method": "wB97M-V/def2-TZVPD",
  "homo_lumo_gap_ev": 10.49,
  "symbols": ["H", "N", "C", "H", "H", "H", "H", "C", "C", "H", "N", "C", "C", "H", "H"],
  "positions_angstrom": [[0.531, -2.303, 0.618], [0.553, 1.604, -0.066], [-0.214, -0.279, 0.702], [1.986, 0.076, 0.564], [1.209, 0.992, 1.876], [-0.950, -2.048, -0.329], [0.601, -1.449, -0.934], [-0.748, 0.902, -0.163], [1.062, 0.576, 0.874], [-1.542, 1.479, 0.326], [-1.545, 0.300, -2.590], [0.001, -1.595, -0.028], [-1.203, 0.568, -1.517], [-0.794, -0.434, 1.616], [1.053, 1.612, -0.948]]
}

12.
{
  "formula": "C5H8N2",
  "method": "wB97M-V/def2-TZVPD",
  "homo_lumo_gap_ev": 9.96,
  "symbols": ["C", "H", "C", "H", "H", "H", "C", "H", "N", "C", "H", "C", "N", "H", "H"],
  "positions_angstrom": [[0.593, -0.175, -0.447], [1.818, -1.937, -0.646], [-0.531, 1.929, 0.315], [0.267, 2.512, 0.796], [-1.478, 2.192, 0.795], [2.490, -0.678, 0.409], [-1.321, -1.780, 0.110], [-0.577, 2.233, -0.746], [-2.293, -1.765, 0.736], [1.568, -1.182, 0.108], [0.900, 0.355, -1.337], [-0.826, -0.453, -0.419], [-0.263, 0.504, 0.518], [1.162, -1.700, 0.987], [-1.510, -0.054, -1.178]]
}

13.
{
  "formula": "C5H8N2",
  "method": "wB97M-V/def2-TZVPD",
  "homo_lumo_gap_ev": 10.13,
  "symbols": ["H", "N", "H", "N", "C", "H", "C", "C", "H", "C", "H", "H", "H", "H", "C"],
  "positions_angstrom": [[1.273, 0.406, -1.702], [2.593, 1.103, 1.100], [-0.430, 1.850, 0.467], [-0.962, -1.372, -0.661], [1.164, -0.106, -0.742], [0.330, -1.602, 1.257], [1.990, 0.577, 0.264], [-0.493, -1.024, 0.864], [1.528, -1.131, -0.868], [-0.308, -0.150, -0.280], [-1.460, -1.891, 0.124], [-1.283, -0.703, 1.552], [-2.008, 1.118, 0.090], [-0.961, 1.710, -1.219], [-0.972, 1.214, -0.244]]
}

14.
{
  "formula": "C5H8N2",
  "method": "wB97M-V/def2-TZVPD",
  "homo_lumo_gap_ev": 9.53,
  "symbols": ["H", "H", "H", "H", "C", "H", "H", "C", "C", "C", "H", "C", "N", "N", "H"],
  "positions_angstrom": [[-0.888, -0.797, 1.668], [0.087, 1.526, -1.216], [0.588, -1.722, 1.454], [2.296, 1.448, 0.676], [0.506, 0.317, 0.548], [1.035, 2.046, 1.738], [-1.499, 0.030, -2.899], [1.480, 1.134, 1.331], [-0.836, -0.560, -1.033], [-0.077, -1.009, 0.956], [-2.055, -1.485, -2.332], [-0.037, 0.611, -0.644], [-1.681, -0.574, -2.114], [-0.769, -1.545, -0.199], [1.928, 0.582, 2.160]]
}

15.
{
  "formula": "C5H8N2",
  "method": "wB97M-V/def2-TZVPD",
  "homo_lumo_gap_ev": 10.16,
  "symbols": ["C", "H", "N", "H", "C", "H", "H", "H", "H", "C", "C", "N", "H", "H", "C"],
  "positions_angstrom": [[-2.018, 0.159, 0.079], [1.322, -1.649, 1.634], [0.418, -0.297, 0.296], [-2.542, -0.613, 0.652], [0.539, 1.911, -0.503], [-1.773, 0.983, 0.755], [2.248, -1.390, 0.118], [2.117, -0.111, 1.345], [-2.695, 0.527, -0.699], [1.577, -0.931, 0.854], [-0.743, -0.394, -0.516], [0.765, 2.948, -0.044], [0.989, 0.215, -1.757], [-0.879, -1.214, -1.232], [0.418, 0.510, -0.869]]
}

ΔE to the lowest compared entry with this formula, charge and spin / kcal per mole: 0.0 70.1 165.4 92.5 106.6 102.7 243.3 89.5 104.7 125.0 31.5 70.0 80.0 9.7 51.7